[1]
ORCA calculation (ωB97M-V/def2-TZVPD) on a molecular structure, C3H5AgO3 in a non-equilibrium geometry.

```
12
Properties=species:S:1:pos:R:3
H -0.64408 1.40230 -1.10820
C 0.36602 0.94237 -1.03500
C 0.30202 -0.58218 -0.91979
O -0.80306 -0.92543 -0.03520
C -0.67299 -0.64083 1.22093
O -1.80489 -0.95117 1.81403
Ag 1.16612 0.88456 1.95942
O 1.23259 1.35757 -0.04001
H 0.79633 1.15551 -2.03921
H 0.80310 -0.75006 -1.98070
H 1.05933 -1.29150 -0.54832
H -1.80049 -0.60115 2.71204
```

LUMO energy	-0.64	eV
net charge	0
F_max	4.1	eV Å⁻¹
E_HOMO	-7.55	eV



[2]
ORCA calculation (ωB97M-V/def2-TZVPD) on 2 unconnected molecules or ions with the total composition C3H5BCl2O2 in a non-equilibrium geometry.

```
13
Properties=species:S:1:pos:R:3
B 1.28894 0.32055 0.12361
C 0.10811 -0.19825 -0.83978
C -3.21549 -0.54016 -1.57158
C -1.24809 -0.26209 -0.81336
O 2.08750 -0.61061 0.63890
O 1.38851 1.61349 0.31031
Cl -4.00357 0.83779 -0.86805
Cl -3.20220 -0.60732 -3.22184
H 0.65957 -0.36895 -1.83764
H -3.41668 -1.51490 -1.27256
H -1.84406 -0.04546 0.08232
H 2.80367 -0.76189 1.30008
H 2.01684 2.07095 0.86621
```

LUMO energy	0.21	eV
net charge	0
F_max	4.7	eV Å⁻¹
E_HOMO	-8.71	eV



[3]
ORCA calculation (ωB97M-V/def2-TZVPD) on a molecular structure, C3H5BaO3 in a non-equilibrium geometry.

```
12
Properties=species:S:1:pos:R:3
H 0.12194 -1.58670 -1.30538
C 0.46209 -1.44930 -0.14158
C -0.96727 -1.78958 0.09209
O -1.54804 -0.38487 -0.17342
C -1.13124 0.74946 0.26824
O -2.10544 1.36186 0.89945
H 1.02226 -2.33850 0.21148
H -1.15441 -1.85374 1.17214
H -1.79547 2.24199 1.14496
H -1.27936 -2.70634 -0.42145
Ba 1.62278 1.87538 -0.23798
O 1.24906 -0.36205 0.04012
```

LUMO energy	-4.45	eV
net charge	+1
F_max	6.1	eV Å⁻¹
E_HOMO	-11.75	eV



[4]
ORCA calculation (ωB97M-V/def2-TZVPD) on C3H5Br in the gas phase in a non-equilibrium geometry.

```
9
Properties=species:S:1:pos:R:3
C -0.06189 -0.53351 0.04324
C -1.12626 0.85952 -0.05336
C 1.36006 -0.92030 0.04266
Br 2.77891 0.20436 -0.09033
H -0.82057 -1.31826 0.13362
H -2.20725 0.74022 0.21745
H -0.68961 1.71253 0.46249
H -0.94683 1.16491 -1.08372
H 1.71344 -1.90946 0.32796
```

LUMO energy	0.99	eV
net charge	0
structure (SMILES)	C/C=C\Br
F_max	6.8	eV Å⁻¹
E_HOMO	-8.84	eV